[1]
18
Properties=species:S:1:pos:R:3:nbo_charge:R:1 method="wB97M-V/def2-TZVPD" e_above_lowest_kcal_mol=12.9 lumo_ev="0.8621 / -3.2782" s_squared=0.755 total_charge=0 spin_multiplicity=2 homo_ev="-10.8 / -10.7"
C -1.821 0.654 0.269 -0.663
C -1.599 -0.631 -0.639 0.715
O -1.955 -1.698 -0.206 -0.568
O -1.029 -0.293 -1.735 -0.209
H -1.876 1.538 -0.371 0.227
H -0.988 0.729 0.947 0.247
H -2.798 0.495 0.729 0.252
C 1.596 0.634 0.173 -0.401
C 1.359 1.310 1.548 -0.619
C 2.735 -0.415 0.123 -0.618
H 1.962 1.449 -0.516 0.194
H 0.664 0.257 -0.267 0.197
H 0.711 0.589 2.103 0.197
H 2.324 1.499 2.038 0.217
H 2.390 -1.277 -0.446 0.213
H 0.815 2.257 1.405 0.209
H 2.869 -0.724 1.165 0.199
H 3.732 -0.158 -0.236 0.213

---

[2]
19
Properties=species:S:1:pos:R:3:nbo_charge:R:1 method="wB97M-V/def2-TZVPD" e_above_lowest_kcal_mol=51.5 lumo_ev=3.0516 total_charge=-1 homo_ev=-3.8
C 0.989 -0.275 1.549 -0.722
C 3.115 -1.459 0.081 -0.735
S 2.709 -0.673 1.633 0.133
H 0.491 -0.442 2.461 0.212
H 1.023 0.686 1.269 0.222
H 0.529 -0.958 0.656 0.239
H 4.011 -1.193 -0.297 0.207
H 2.249 -1.361 -0.632 0.244
H 3.193 -2.479 0.214 0.194
C -2.204 0.173 -0.104 -0.545
C -3.606 0.014 -0.607 -0.614
C -1.430 0.953 -1.242 0.772
O -0.269 0.843 -1.465 -0.757
O -2.279 1.666 -1.829 -0.823
H -2.170 0.899 0.823 0.187
H -1.594 -0.712 0.102 0.183
H -3.702 0.068 -1.785 0.236
H -4.255 0.797 -0.395 0.207
H -3.911 -1.047 -0.258 0.159

---

[3]
19
Properties=species:S:1:pos:R:3:nbo_charge:R:1 method="wB97M-V/def2-TZVPD" e_above_lowest_kcal_mol=108.0 lumo_ev="3.6808 / 3.3996" total_charge=-1 homo_ev="-3.4 / -1.8"
C 1.803 0.745 0.882 0.571
C -2.165 1.969 0.695 -0.705
C 0.801 -0.798 -1.788 -1.135
C 1.496 -2.330 0.963 -1.099
C -2.540 1.244 -0.586 -0.314
O 2.738 0.440 0.115 -0.761
O 1.582 1.582 1.709 -0.706
Si 0.696 -0.754 0.103 0.846
H -2.469 3.014 0.703 0.199
H -2.875 1.604 1.612 0.202
H -1.027 1.956 0.785 0.268
H 0.268 0.016 -2.326 0.225
H 1.847 -0.698 -2.143 0.232
H 0.434 -1.628 -2.301 0.210
H 1.098 -2.600 1.945 0.216
H 1.310 -3.153 0.279 0.203
H 2.535 -2.106 1.173 0.228
H -1.942 0.323 -0.951 0.184
H -3.592 1.175 -0.868 0.137

---

[4]
19
Properties=species:S:1:pos:R:3:nbo_charge:R:1 method="wB97M-V/def2-TZVPD" e_above_lowest_kcal_mol=30.6 lumo_ev=3.3026 total_charge=-1 homo_ev=-4.0
C -1.613 -0.963 -1.504 -0.065
C -0.947 -0.047 -2.592 -0.664
O -3.029 -0.932 -1.586 -0.720
H -1.202 -1.972 -1.592 0.140
H -1.270 -0.597 -0.542 0.191
H -0.363 0.687 -2.040 0.273
H -3.225 -0.833 -2.516 0.454
H -1.765 0.542 -3.001 0.189
H -0.367 -0.600 -3.320 0.199
C 1.449 0.071 1.398 -0.524
C 1.193 -0.169 2.869 -0.638
C 1.463 1.583 1.004 0.764
O 1.563 2.408 1.948 -0.793
O 1.374 1.840 -0.219 -0.803
H 2.437 -0.212 1.171 0.194
H 0.801 -0.466 0.700 0.185
H 1.727 0.625 3.412 0.239
H 1.575 -1.124 3.240 0.178
H 0.197 0.159 3.169 0.202

---

[5]
22
Properties=species:S:1:pos:R:3:nbo_charge:R:1 method="wB97M-V/def2-TZVPD" lumo_ev="0.1165 / -4.3588" s_squared=2.011 total_charge=0 spin_multiplicity=3 homo_ev="-4.5 / -9.9"
C 0.727 1.435 -1.012 0.731
C -0.225 -0.323 0.353 -0.620
C -1.045 0.033 -0.918 0.063
C 1.082 0.386 0.344 -0.637
C -2.519 0.168 -0.521 -0.070
O 1.398 2.356 -1.397 -0.597
O -0.500 1.219 -1.408 -0.483
O -2.955 -1.052 0.037 -0.719
P 0.157 -2.111 0.739 0.327
P 2.417 -0.659 -0.455 0.539
P 1.575 1.646 1.802 0.337
H -0.695 -0.116 1.293 0.255
H -1.017 -0.788 -1.698 0.193
H -3.192 0.247 -1.465 0.200
H -2.612 1.006 0.299 0.175
H -2.211 -1.560 0.207 0.461
H -0.445 -2.640 -0.414 -0.034
H -1.152 -2.241 1.291 -0.029
H 2.966 -1.089 0.812 -0.084
H 3.296 0.380 -0.557 -0.001
H 2.023 2.579 0.757 -0.003
H 2.927 1.124 1.911 -0.003

---

[6]
21
Properties=species:S:1:pos:R:3:nbo_charge:R:1 method="wB97M-V/def2-TZVPD" e_above_lowest_kcal_mol=36.8 lumo_ev="3.4683 / 2.3538" total_charge=-1 homo_ev="-4.9 / -3.2"
C -0.516 -3.012 0.061 -0.343
C -0.157 -1.731 0.333 -0.252
C 2.310 1.359 -1.218 -1.082
C 1.151 1.169 1.621 -1.090
C 0.192 -0.764 -0.614 -0.603
O -3.312 0.269 1.246 -0.993
O -3.201 1.667 -0.795 -0.990
O -4.000 -0.667 -0.946 -0.989
Si 0.708 0.968 -0.226 1.329
S -3.195 0.319 -0.215 2.053
H -0.758 -3.715 0.839 0.182
H -0.608 -3.362 -0.955 0.177
H -0.110 -1.436 1.375 0.200
H 2.768 2.293 -0.902 0.221
H 3.055 0.573 -1.108 0.219
H 2.083 1.446 -2.276 0.224
H 0.255 1.094 2.226 0.245
H 1.848 0.406 1.959 0.221
H 1.602 2.139 1.823 0.226
H 0.120 -1.067 -1.655 0.203
H -0.233 2.052 -0.572 -0.160

---

[7]
21
Properties=species:S:1:pos:R:3:nbo_charge:R:1 method="wB97M-V/def2-TZVPD" e_above_lowest_kcal_mol=41.2 lumo_ev=-0.5487 total_charge=0 homo_ev=-5.4
O 0.060 -1.866 -1.850 -0.489
Rb 1.685 0.534 0.886 0.960
O 3.473 -1.980 0.472 -1.045
C 3.468 -3.326 0.206 -0.205
C -0.604 -1.682 -0.858 0.651
O -0.807 -0.483 -0.301 -0.597
C -1.811 0.372 -0.872 -0.083
C -1.952 1.562 0.043 -0.083
O -0.672 2.131 0.236 -0.569
C -0.697 3.370 0.920 -0.253
H 4.412 -3.803 0.562 0.106
H 3.261 -3.561 -0.890 0.096
H -1.176 -2.454 -0.316 0.119
H 2.696 -3.951 0.714 0.080
H -2.763 -0.166 -0.950 0.194
H -1.480 0.677 -1.874 0.203
H -2.380 1.262 1.014 0.179
H -2.634 2.289 -0.427 0.187
H 0.340 3.704 1.037 0.191
H -1.257 4.116 0.336 0.183
H -1.162 3.257 1.912 0.176

---

[8]
22
Properties=species:S:1:pos:R:3:nbo_charge:R:1 method="wB97M-V/def2-TZVPD" e_above_lowest_kcal_mol=70.8 lumo_ev="0.6416 / -1.9422" s_squared=0.756 total_charge=0 spin_multiplicity=2 homo_ev="-9.7 / -9.5"
H -0.031 1.330 -0.099 0.275
C -0.439 0.334 0.303 -0.010
C -1.816 0.040 -0.248 -0.104
O -2.569 -0.756 0.676 -0.724
C 0.870 -0.616 0.032 0.171
C 0.609 -1.927 -0.738 -0.643
C 1.682 0.242 -1.029 -0.048
O 2.400 1.237 -0.390 -0.253
O 1.356 1.897 0.369 -0.452
O 1.559 -0.779 1.096 -0.314
O -0.475 0.523 1.684 -0.278
O -0.765 1.988 1.868 -0.478
H -1.489 1.923 2.533 0.476
H -2.254 1.055 -0.329 0.179
H -1.757 -0.462 -1.240 0.172
H -3.440 -0.976 0.285 0.472
H 0.212 -1.701 -1.733 0.202
H 1.535 -2.513 -0.830 0.224
H -0.116 -2.548 -0.213 0.231
H 2.470 -0.379 -1.476 0.211
H 0.963 0.653 -1.755 0.189
H 1.494 1.433 1.233 0.500